1.
C25H25F8NO8S | ωB97M-V/def2-TZVPD

Structure (XYZ):
```
68
Properties=species:S:1:pos:R:3:forces:R:3:mulliken_charge:R:1
O -4.25976 6.00879 0.61539 -0.2 0.0 0.3 -0.50
C -3.36645 5.71196 1.34816 0.0 0.0 -0.3 0.60
O -2.66282 6.66819 2.00612 0.0 0.1 -0.2 -0.51
C -2.96256 4.27679 1.65745 0.2 0.5 -0.4 -0.88
C -3.44498 3.29421 0.58364 0.0 -0.2 0.1 -1.15
C -2.37532 2.54764 -0.15768 0.0 -0.3 0.0 0.52
C -2.39617 1.16538 -0.20707 0.1 -0.1 -0.1 -0.66
C -1.45599 0.44997 -0.94042 0.2 0.4 0.2 0.69
C -1.51720 -1.04360 -1.04451 -0.5 0.0 -0.3 -0.30
O -2.09406 -1.57379 -1.95145 0.2 -0.2 0.0 -0.56
O -0.85885 -1.67708 -0.07311 0.3 0.2 0.0 -0.17
C -0.42844 -3.01236 -0.39943 0.2 -0.3 0.2 -0.42
C 0.34972 -3.57616 0.77652 -0.1 -0.4 -0.1 -0.63
O -0.46685 -4.43659 1.56819 0.0 0.2 0.0 -0.35
C -0.34692 -5.80587 1.29262 0.0 0.2 0.0 -0.95
C 0.64219 -6.48006 2.23079 -0.5 -0.4 -0.2 0.86
F 0.47588 -7.82138 2.06990 0.1 0.1 0.0 -0.34
F 1.92306 -6.19696 1.89569 0.0 0.1 0.1 -0.31
C 0.40430 -6.17412 3.74269 0.5 -0.5 0.2 0.50
F -0.89648 -5.87220 3.95062 0.1 0.2 -0.1 -0.29
F 0.65666 -7.30505 4.44973 -0.1 0.1 0.0 -0.32
C 1.32011 -5.10528 4.38586 0.0 0.4 -0.1 0.76
F 1.41149 -4.01456 3.59732 0.0 -0.1 0.0 -0.21
F 2.55465 -5.62163 4.50658 -0.1 -0.1 0.0 -0.31
C 0.77575 -4.67875 5.79049 0.0 0.1 0.0 0.15
F 0.29391 -3.41794 5.70995 0.0 -0.1 0.0 -0.26
F 1.79022 -4.69168 6.67697 -0.1 0.0 0.0 -0.27
C -0.45520 1.12712 -1.63752 -0.3 0.0 -0.1 0.24
C 0.58272 0.47633 -2.50445 0.1 0.0 0.0 -0.75
C 1.95116 0.42669 -1.79439 -0.1 0.3 0.1 -0.94
C 2.87490 1.58919 -2.10619 0.0 0.0 0.1 0.63
C 2.93519 2.19160 -3.36158 0.1 0.0 0.3 -0.09
C 3.82525 3.23349 -3.58766 0.0 0.1 -0.1 -0.76
C 4.65706 3.69244 -2.57668 -0.1 -0.1 0.1 -0.48
C 4.59840 3.09849 -1.32267 0.0 -0.1 0.0 -0.59
C 3.71392 2.05360 -1.09246 0.0 0.1 -0.2 -0.60
C -0.44648 2.50320 -1.53584 0.0 -0.2 0.1 -1.13
N -1.37872 3.17357 -0.82694 0.2 -0.1 -0.2 0.16
S -1.26991 4.90143 -0.93642 -0.2 0.4 0.0 -0.11
H -1.73848 6.41034 2.09746 0.0 -0.1 0.3 0.36
H -3.39187 4.05420 2.63378 0.1 -0.1 0.0 0.41
H -1.87553 4.25686 1.75172 0.0 -0.2 0.2 0.48
H -4.05454 2.53445 1.06750 -0.1 -0.1 -0.1 0.39
H -4.09545 3.79071 -0.13895 0.1 0.2 0.0 0.48
H -3.18898 0.63998 0.30498 0.0 0.0 0.1 0.52
H 0.21219 -2.95766 -1.27946 -0.1 0.1 -0.1 0.37
H -1.27280 -3.66626 -0.60519 -0.1 0.1 -0.1 0.30
H 0.71777 -2.78446 1.42404 0.0 0.1 0.0 0.35
H 1.19836 -4.14529 0.39413 0.1 0.1 0.0 0.47
H -1.31536 -6.28377 1.42734 0.0 0.0 0.1 0.39
H -0.02272 -6.00976 0.26885 0.1 0.0 0.0 0.45
H -0.03191 -5.32122 6.13654 0.1 -0.1 0.1 0.28
H 0.26890 -0.52050 -2.80650 -0.1 0.0 0.1 0.58
H 0.62217 1.06842 -3.41762 0.0 -0.1 -0.1 0.42
H 2.45891 -0.51987 -1.98475 0.0 0.0 -0.2 0.57
H 1.76963 0.45869 -0.71752 0.1 -0.2 0.1 0.40
H 2.29082 1.85328 -4.16021 0.0 0.1 -0.1 0.40
H 3.86774 3.69620 -4.56383 0.0 0.0 0.0 0.41
H 5.34369 4.50833 -2.75332 0.0 0.0 -0.1 0.39
H 5.24899 3.43249 -0.52571 0.0 0.1 0.0 0.39
H 3.67118 1.58066 -0.11857 0.0 0.0 0.1 0.36
H 0.28861 3.10238 -2.05451 -0.1 0.1 0.0 1.13
H -1.51346 4.91388 -2.28183 0.2 -0.1 0.0 0.25
C -1.59568 3.19507 -4.24809 -0.1 -0.3 -0.3 0.79
O -1.68684 2.15452 -4.91062 0.1 0.0 0.2 -0.71
O -2.83954 3.65101 -3.71180 0.5 -0.4 -0.1 -0.51
O -0.60198 3.88177 -3.95016 -0.1 0.4 0.6 -0.70
H -3.38722 2.94051 -4.07588 -0.4 0.3 0.2 0.29
```
Positions in Å, forces in eV/Å.

The value obtained for the HOMO energy is -8.4011 eV. The calculated total energy is -2821.43481 a.u. The net charge is 0. The largest force on an atom comes out at 0.69 eV Å⁻¹. The lowest unoccupied orbital energy is -1.1 eV.

=====

2.
C25H25MoN4O6S | ωB97M-V/def2-TZVPD

Structure (XYZ):
```
62
Properties=species:S:1:pos:R:3:forces:R:3:mulliken_charge:R:1
Mo 0.04930 0.27537 0.06967 -0.1 0.0 0.1 -0.26
N 2.40724 -0.18530 3.84483 0.0 0.0 0.0 -0.48
C 1.84924 -0.17971 2.58798 0.1 0.1 0.1 0.74
S 0.12296 -0.00810 2.52498 0.0 -0.1 -0.1 -0.47
N 2.67650 -0.32926 1.60028 -0.2 0.0 -0.2 -1.43
N 2.04217 -0.39669 0.34955 0.3 -0.1 0.1 1.12
C 2.74400 -0.98636 -0.55613 0.0 0.1 0.0 -0.74
C 2.41399 -1.18339 -1.94603 0.0 0.0 0.2 0.89
C 3.32225 -1.94211 -2.70259 0.0 0.0 -0.1 -0.69
C 3.12216 -2.19063 -4.03950 0.0 0.0 0.1 -0.78
C 1.98073 -1.65987 -4.65138 0.0 0.0 -0.1 -0.41
C 1.07730 -0.90528 -3.94319 0.0 0.0 0.0 -0.70
C 1.25931 -0.64846 -2.56712 0.0 0.1 0.0 0.58
O 0.38893 0.09640 -1.94818 -0.1 0.0 -0.1 0.07
H 1.87316 0.27163 4.56302 0.0 0.0 0.0 0.24
H 3.40589 -0.06081 3.87334 0.0 0.0 0.0 0.24
H 3.70276 -1.37899 -0.21990 0.0 0.0 0.0 0.27
H 4.19672 -2.34140 -2.20117 0.0 0.0 0.0 0.36
H 3.82566 -2.78712 -4.60279 0.0 0.0 0.0 0.39
H 1.80050 -1.84915 -5.70298 0.0 0.0 0.0 0.39
H 0.19073 -0.49759 -4.41060 0.0 0.0 0.0 0.43
O -4.55937 -3.79711 -1.00261 0.1 0.1 0.0 -0.61
C -3.65683 -3.02748 -0.79908 0.0 0.0 0.0 0.51
C -3.77556 -1.50428 -0.65679 0.0 -0.2 0.0 -0.39
O -4.80002 -0.85837 -0.75176 0.0 0.0 0.0 -0.68
C -2.41804 -1.07447 -0.39248 0.1 0.2 0.1 0.57
C -1.50588 -2.11979 -0.36022 0.0 -0.1 0.0 1.36
O -0.27214 -1.86519 -0.12457 0.0 0.1 0.0 -0.71
C -2.17447 -3.40214 -0.62452 -0.1 0.0 0.0 -0.18
O -1.71155 -4.51776 -0.70218 0.0 0.1 0.0 -0.64
O -1.96013 0.13376 -0.17030 -0.2 0.0 0.0 -0.43
C -3.57080 3.41867 3.23466 0.0 0.0 0.0 -1.59
C -2.11263 3.44460 2.86905 0.0 0.0 0.0 0.55
C -1.16686 3.97335 3.73382 0.0 0.0 0.0 -0.66
C 0.19389 3.94439 3.42769 0.0 0.0 0.0 0.66
C 1.20402 4.50918 4.38956 0.0 0.0 0.0 -1.71
C 0.59712 3.38220 2.22892 0.0 0.0 0.0 0.13
C -0.34161 2.85705 1.34334 0.0 0.0 0.0 -0.79
C -1.68822 2.88826 1.66338 0.0 0.1 0.0 -0.13
N 0.07801 2.23569 0.12757 0.3 -0.2 -0.3 1.19
C 0.28885 3.17774 -1.03700 -0.1 0.0 0.1 1.51
C -0.86274 2.98605 -2.02685 0.0 0.0 0.0 -1.67
C 0.28145 4.65047 -0.61279 0.0 0.0 0.0 -1.96
C 1.64683 2.88935 -1.67794 0.0 0.0 0.0 -1.39
H -3.79506 4.13550 4.02512 0.0 0.0 0.0 0.39
H -3.85929 2.42715 3.58875 0.0 0.0 0.0 0.28
H -4.19727 3.64645 2.37248 0.0 0.0 0.0 0.36
H -1.49001 4.40134 4.67761 0.0 0.0 0.0 0.37
H 1.03496 4.14240 5.40326 0.0 0.0 0.0 0.39
H 1.14765 5.59979 4.42458 0.0 0.0 0.0 0.31
H 2.21727 4.23761 4.09556 0.0 0.0 0.0 0.35
H 1.65051 3.30835 1.98467 0.0 0.0 0.0 0.39
H -2.39823 2.43623 0.98034 0.0 0.0 0.0 0.39
H -1.81220 3.22432 -1.54287 0.0 0.0 0.0 0.32
H -0.91165 1.96458 -2.39181 0.0 -0.1 0.0 0.17
H -0.73234 3.65927 -2.87878 0.0 0.0 0.0 0.51
H -0.63093 4.92067 -0.08225 0.0 0.0 0.0 0.41
H 0.34070 5.25461 -1.52017 0.0 0.0 0.0 0.53
H 1.13041 4.90797 0.01916 0.0 0.0 0.1 0.35
H 1.67371 1.89984 -2.12259 0.0 0.0 0.0 -0.02
H 2.43751 2.95575 -0.92768 0.0 0.0 0.0 0.32
H 1.85065 3.62368 -2.46070 0.0 0.0 0.0 0.47
```
Positions in Å, forces in eV/Å.

The value obtained for the HOMO energy (spin up / spin down) is -4.4920 / -4.9743 eV. The calculated total energy is -2104.68567 a.u. The energy above the lowest of the compared OMol25 structures with the same formula, charge and spin is 0.0 kJ/mol. The multiplicity is 3. The net charge is -1. The largest force on an atom comes out at 0.46 eV Å⁻¹. The lowest unoccupied orbital energy (spin up / spin down) is 2.0 / 2.1 eV.

=====

3.
C25H25N4O4S2 | ωB97M-V/def2-TZVPD

Structure (XYZ):
```
60
Properties=species:S:1:pos:R:3:forces:R:3:mulliken_charge:R:1
C -0.09149 -1.18118 5.15768 -0.1 0.0 0.0 -1.16
N -0.84315 -1.54099 3.95894 -0.4 -0.4 0.9 0.11
C -1.46819 -2.77440 4.00659 -0.4 0.6 -1.1 0.17
S -1.45370 -3.78388 5.35020 0.3 0.1 -0.2 -0.35
N -2.17831 -3.08340 2.86625 0.3 -0.4 0.8 0.20
C -2.91229 -4.34985 2.87754 0.1 0.1 0.0 -1.31
C -2.33110 -2.19643 1.76172 -0.2 0.5 -1.1 -0.27
O -2.78466 -2.63597 0.68628 0.0 -0.2 0.8 -0.78
C -2.05396 -0.82214 1.99876 0.1 -0.4 0.9 -0.19
C -2.67473 0.19421 1.09143 1.0 -1.6 -1.2 1.31
C -1.80753 1.39110 0.70471 -0.2 -0.1 -0.1 -0.48
C -0.41864 1.36422 0.83183 -0.2 0.6 0.1 -1.21
C 0.33723 2.53242 0.68781 -1.1 0.4 -0.4 0.60
C -0.30148 3.75120 0.32803 -1.0 -1.5 -0.1 0.12
N 0.41242 4.91529 0.21770 0.6 1.4 0.4 0.06
C 1.85589 4.92801 0.23360 -0.1 -0.2 -0.2 -0.67
C 2.41620 3.88407 1.17496 -0.1 -0.1 0.2 -0.86
C 1.81271 2.50767 0.89024 0.7 -0.2 -0.1 -0.76
C -0.15092 6.10579 -0.38266 -0.1 -0.3 -0.1 -0.68
C -1.62214 6.25519 -0.05455 -0.1 -0.1 0.1 -0.83
C -2.37659 4.98037 -0.43396 -0.3 0.3 -0.4 -0.82
C -1.69989 3.73820 0.05839 1.0 -0.4 0.2 0.57
C -2.41533 2.55851 0.23219 0.4 0.3 0.1 -1.19
C -1.48041 -0.46109 3.25232 -0.8 0.7 -0.5 0.55
O -1.51126 0.67052 3.74264 0.7 -0.6 0.0 -0.70
H 0.44193 -0.24638 4.98485 -0.1 -0.1 -0.1 0.30
H -0.77230 -1.08115 6.01306 0.3 0.1 -0.1 0.37
H 0.59403 -2.00632 5.36567 0.0 0.3 0.0 0.43
H -3.38798 -4.49272 1.90918 0.1 0.1 0.0 0.36
H -2.21331 -5.15918 3.10590 -0.2 0.0 -0.1 0.39
H -3.65756 -4.32099 3.68333 0.1 -0.1 -0.2 0.39
H -2.95607 -0.37921 0.19168 0.5 0.2 0.1 0.78
H 0.09260 0.42951 1.06961 -0.2 0.2 0.2 0.55
H 2.24139 4.76210 -0.78753 0.1 0.0 0.0 0.30
H 2.16796 5.93338 0.53768 0.1 -0.1 0.0 0.38
H 3.50190 3.85122 1.05805 0.0 0.0 0.1 0.37
H 2.20117 4.17238 2.20992 0.0 0.0 -0.1 0.31
H 2.05647 1.82325 1.70894 0.0 0.0 -0.1 0.39
H 2.28156 2.09423 -0.01502 0.0 0.0 0.1 0.30
H 0.42013 6.96359 -0.00891 -0.1 -0.1 -0.1 0.38
H -0.01588 6.07289 -1.47928 0.0 0.1 0.0 0.30
H -1.74155 6.44927 1.01749 0.1 0.0 -0.1 0.30
H -2.02379 7.11482 -0.59762 0.0 0.0 0.1 0.37
H -3.40041 5.02834 -0.04565 0.1 0.0 -0.1 0.39
H -2.45578 4.93091 -1.53284 0.0 0.1 0.2 0.30
H -3.48003 2.58790 -0.01114 0.3 -0.1 0.2 0.55
S -4.24367 0.88577 1.59623 -1.1 1.6 0.7 -0.66
C -5.20805 -0.23392 2.49173 -0.8 -0.7 0.5 0.70
C -5.94392 0.32200 3.57680 0.3 -0.3 -0.6 -0.73
C -6.85320 -0.44404 4.27939 -0.2 -0.6 0.0 -0.56
C -7.01769 -1.80400 3.94092 1.2 1.0 -0.9 -0.12
N -7.88391 -2.62211 4.71479 -1.7 -1.6 1.4 0.96
O -7.96556 -3.84129 4.43325 0.1 2.1 0.5 -0.61
O -8.53387 -2.09854 5.64947 1.1 -0.9 -1.6 -0.62
C -6.31035 -2.36487 2.85513 -0.4 0.1 0.5 -0.23
C -5.44781 -1.57484 2.11345 0.1 0.4 0.2 -0.42
H -5.79659 1.37548 3.81746 0.0 -0.3 0.0 0.39
H -7.44786 -0.02960 5.09230 0.3 -0.1 -0.2 0.43
H -6.47220 -3.41264 2.60699 0.0 0.3 0.0 0.49
H -4.96521 -1.97584 1.22152 0.0 0.0 0.4 0.33
```
Positions in Å, forces in eV/Å.

The value obtained for the HOMO energy is -4.5961 eV. As for the SMILES: Cn1c([O-])c([C@@H](Sc2ccc([N+](=O)[O-])cc2)c2cc3c4c(c2)CCCN4CCC3)c(=O)n(C)c1=S. The calculated total energy is -2284.06430 a.u. The net charge is -1. The largest force on an atom comes out at 2.70 eV Å⁻¹. The lowest unoccupied orbital energy is 1.6 eV.